This record from the OMol25 dataset describes the ion C5H14N6 with charge +2. The level of theory is the ωB97M-V functional and the def2-TZVPD basis.

Each line ends with the Mulliken charge.
Cartesian coordinates (Å):
C1 -1.733 0.494 -0.909  0.253
C2 -0.874 0.095 0.548  0.971
C3 2.979 -1.167 0.551  -1.300
C4 1.629 -0.694 1.041  -0.654
C5 0.701 -0.074 -0.007  0.097
N1 1.237 1.180 -1.947  -0.772
N2 1.072 0.418 -1.083  0.636
N3 -1.404 -0.185 -2.042  -0.355
N4 -1.436 -0.942 1.248  -0.418
N5 -2.787 1.246 -0.718  -0.207
N6 -0.782 1.252 1.266  -0.517
H1 3.734 -0.380 0.654  0.343
H2 3.366 -1.821 1.243  0.439
H3 2.888 -1.534 -0.545  0.317
H4 1.856 0.051 1.872  0.352
H5 1.250 -1.546 1.476  0.445
H6 1.702 1.069 -2.838  0.330
H7 -0.780 -0.969 -1.852  0.238
H8 -2.056 -0.356 -2.789  0.281
H9 -1.295 -0.961 2.267  0.301
H10 -1.500 -1.850 0.783  0.238
H11 -2.956 1.628 0.206  0.247
H12 -3.454 1.493 -1.433  0.282
H13 -0.191 2.049 0.881  0.245
H14 -1.164 1.504 2.130  0.208

Cartesian forces (eV/Å) of the 3 atoms listed first:
-0.701 -2.357 0.800
-0.253 1.160 -2.670
-0.014 2.079 -3.245

Calculated values
Spin multiplicity: 1
LUMO level in hartree: -0.3440
Charge: +2
Gap between HOMO and LUMO in eV: 8.49
Structure (SMILES): CCC(=[N+]=N)C(N)(N)C(N)=[NH2+]



This record from the OMol25 dataset describes a structure of composition C5H10N4. The level of theory is the ωB97M-V functional and the def2-TZVPD basis.

Each line ends with the Mulliken charge.
Cartesian coordinates (Å):
C1 -1.712 0.113 1.504  -1.769
C2 -0.845 -0.185 0.276  1.298
C3 -0.601 -1.646 0.025  -1.602
C4 -1.534 0.427 -0.912  0.210
N1 -2.164 0.792 -1.802  -0.554
H1 -1.861 1.188 1.621  0.405
H2 -2.688 -0.353 1.379  0.427
H3 -1.234 -0.303 2.391  0.434
H4 -1.503 -2.248 0.061  0.343
H5 0.225 -2.103 0.557  0.343
C5 1.316 0.565 -0.618  0.406
N2 2.503 1.216 -0.386  -0.401
N3 1.165 -0.307 -1.573  -0.551
N4 0.426 0.568 0.404  -0.376
H6 1.658 -0.100 -2.434  0.166
H7 0.331 -1.410 -1.023  0.473
H8 2.520 1.955 0.297  0.217
H9 3.204 1.200 -1.109  0.216
H10 0.794 0.629 1.342  0.316

Cartesian forces (eV/Å) of the 3 atoms listed first:
0.093 0.215 -0.109
0.045 0.644 0.216
2.543 0.153 -2.459

Calculated values
Spin multiplicity: 1
LUMO level in hartree: 0.0190
Gap between HOMO and LUMO in eV: 8.63



This record from the OMol25 dataset describes a structure of composition C25H44Cl3N4O3SeSiSr. The level of theory is the ωB97M-V functional and the def2-TZVPD basis.

Each line ends with the Mulliken charge.
Cartesian coordinates (Å):
C1 -1.717 -2.042 -4.345  -1.647
C2 -1.367 -2.960 -3.201  0.430
H1 -2.170 -2.556 -5.199  0.463
H2 -0.781 -1.546 -4.660  0.154
H3 -2.402 -1.244 -4.014  0.270
C3 -0.964 -4.240 -3.348  0.118
C4 -0.797 -4.906 -4.670  -1.622
H4 -0.656 -4.809 -2.470  0.400
H5 -0.549 -4.178 -5.461  0.370
H6 -1.698 -5.461 -4.982  0.281
H7 0.025 -5.634 -4.613  0.379
Sr1 1.490 1.435 -0.231  1.580
Cl1 -1.607 0.919 0.145  -0.641
Cl2 3.585 2.655 -1.438  -0.804
H8 0.562 5.826 3.719  0.305
H9 -1.671 5.981 2.980  0.323
C5 0.896 5.100 2.976  -0.839
C6 -1.414 5.511 2.029  -0.925
N1 -0.260 4.638 2.220  0.282
H10 1.356 4.224 3.447  0.160
C7 -0.071 3.526 1.525  0.304
O1 1.029 2.919 1.546  -0.712
H11 -2.247 4.897 1.673  0.320
H12 -0.922 3.162 0.933  0.111
H13 1.639 5.547 2.298  0.290
H14 -1.223 6.295 1.282  0.308
H15 2.095 -1.130 -3.490  0.126
H16 2.330 -4.006 -2.660  0.240
C8 3.072 -1.181 -2.993  -0.819
C9 3.249 -3.564 -2.250  -0.940
N2 3.036 -2.161 -1.897  0.367
H17 3.349 -0.189 -2.621  0.247
C10 2.869 -1.808 -0.616  -0.170
O2 2.594 -0.645 -0.239  -0.557
H18 3.538 -4.114 -1.346  0.286
H19 3.009 -2.618 0.125  0.304
H20 3.819 -1.537 -3.714  0.358
H21 4.042 -3.624 -3.001  0.384
O3 -0.113 -1.594 -2.353  -0.329
C11 -1.176 -2.222 -1.867  0.006
C12 0.191 -3.700 -0.310  0.224
C13 -1.022 -3.070 -0.582  -0.246
H22 1.042 -3.472 -0.962  0.473
C14 0.308 -4.579 0.770  -0.736
H23 -2.016 -1.524 -1.713  0.178
C15 -2.091 -3.223 0.305  -0.288
H24 1.263 -5.084 0.941  0.318
C16 -0.787 -4.792 1.609  -0.544
C17 -1.986 -4.115 1.376  -0.561
H25 -2.999 -2.639 0.142  0.346
H26 -0.712 -5.496 2.444  0.325
H27 -2.848 -4.277 2.032  0.341
Si1 -0.470 2.903 -3.511  0.273
Cl3 0.286 1.055 -2.656  0.081
C18 1.051 3.967 -3.605  -0.818
C19 -1.833 3.566 -2.431  -0.965
C20 -1.101 2.676 -5.243  -1.029
H28 1.564 4.093 -2.648  0.177
H29 0.807 4.957 -4.011  0.328
H30 1.794 3.516 -4.274  0.235
H31 -0.382 2.164 -5.889  0.286
H32 -1.277 3.671 -5.674  0.313
H33 -2.046 2.128 -5.282  0.301
H34 -1.965 3.003 -1.500  0.192
H35 -2.793 3.554 -2.967  0.357
H36 -1.610 4.614 -2.187  0.333
C21 -2.569 0.003 3.227  -0.862
N3 -1.241 0.394 3.642  0.402
C22 -0.949 1.373 4.569  -0.628
C23 0.406 1.449 4.655  -0.727
N4 0.920 0.546 3.743  0.546
C24 2.326 0.355 3.462  -0.861
C25 -0.096 -0.130 3.116  -0.347
Se1 0.047 -1.398 1.806  -0.113
H37 -2.850 0.538 2.310  0.217
H38 -3.262 0.240 4.044  0.322
H39 -2.579 -1.073 3.015  0.252
H40 -1.726 1.911 5.079  0.446
H41 1.047 2.049 5.278  0.547
H42 2.764 1.271 3.034  0.248
H43 2.864 0.099 4.387  0.331
H44 2.439 -0.470 2.745  0.171

Cartesian forces (eV/Å) of the 3 atoms listed first:
0.139 0.266 -0.056
-0.571 -1.608 0.962
0.039 -0.023 0.131

Calculated values
Spin multiplicity: 1
LUMO level in hartree: 0.0765
Charge: -1
Gap between HOMO and LUMO in eV: 4.86



This record from the OMol25 dataset describes a structure of composition C3H2O3V. The level of theory is the ωB97M-V functional and the def2-TZVPD basis.

Each line ends with the Mulliken charge.
Cartesian coordinates (Å):
C1 1.161 -0.085 -1.680  -0.777
C2 1.773 -0.592 -0.611  0.681
O1 1.714 -0.846 0.545  -0.388
C3 -1.124 0.245 0.941  0.690
O2 -0.997 0.473 -0.188  -0.095
O3 -1.647 0.216 1.995  -0.591
V1 -2.933 0.416 3.326  1.846
H1 0.670 -0.774 -2.368  0.317
H2 1.383 0.946 -1.959  0.317

Cartesian forces (eV/Å) of the 3 atoms listed first:
1.081 -0.262 -0.695
-2.831 0.628 2.172
1.205 -0.153 -1.387

Calculated values
Spin multiplicity: 4
LUMO level (alpha / beta) in hartree: -0.4751 / -0.4436
Charge: +2
Gap between HOMO and LUMO (alpha / beta) in eV: 2.40 / 3.10



This record from the OMol25 dataset describes the molecule C3H8N4O2. The level of theory is the ωB97M-V functional and the def2-TZVPD basis.

Each line ends with the Mulliken charge.
Cartesian coordinates (Å):
C1 -1.058 -1.095 -1.008  -0.535
N1 -0.236 1.147 -0.406  -0.037
C2 0.886 -0.773 0.324  0.726
C3 -1.451 0.236 -0.445  0.720
N2 -0.375 2.352 0.317  -0.843
N3 1.561 -0.830 1.505  -0.454
O1 1.759 -0.683 -0.716  -0.520
N4 -0.297 -1.369 0.230  -0.696
O2 -2.516 0.607 0.028  -0.613
H1 1.594 -1.391 -1.354  0.355
H2 0.520 1.104 -1.084  0.325
H3 -1.382 2.455 0.505  0.307
H4 0.053 2.215 1.234  0.205
H5 0.966 -0.950 2.314  0.256
H6 2.372 -0.230 1.559  0.255
H7 -1.921 -1.759 -1.073  0.289
H8 -0.474 -1.037 -1.929  0.259

Cartesian forces (eV/Å) of the 3 atoms listed first:
0.353 0.261 1.716
-2.473 -0.620 0.131
-1.721 -5.132 -0.257

Calculated values
Spin multiplicity: 1
LUMO level in hartree: 0.0163
Gap between HOMO and LUMO in eV: 8.72
Structure (SMILES): NNC(=O)C/N=C(/N)O